The following is a DFT calculation (ωB97M-V with the def2-TZVPD basis set) of a structure of composition C40H54BN17O2PRbS2.

Each line ends with the Löwdin charge.
Geometry (Å):
Rb -0.27383 -0.72180 0.19040  0.745
C 2.56810 -2.47089 2.93457  -0.038
C 2.20625 -3.48894 1.90343  -0.365
C 2.68037 -4.81055 1.78985  -0.026
C 1.96651 -5.33728 0.74310  -0.069
N 1.14226 -4.37902 0.26609  0.009
N 1.28909 -3.23873 0.98264  0.071
B -0.07410 -4.61904 -0.65375  -0.659
N -1.39070 -4.59128 0.15764  0.008
C -2.23792 -5.54559 0.59223  -0.081
C -3.16095 -4.95029 1.42183  -0.036
C -2.78761 -3.59523 1.45275  -0.363
C -3.40684 -2.46701 2.21418  -0.029
N -1.72380 -3.38871 0.69584  0.068
N -0.18516 -3.54538 -1.77455  -0.019
C -1.14414 -3.55598 -2.71406  -0.074
C -0.97046 -2.45334 -3.52163  -0.027
C 0.15386 -1.80842 -2.97962  -0.400
C 0.81650 -0.53919 -3.41803  -0.035
N 0.62279 -2.47670 -1.93162  0.043
N 0.17493 -5.96324 -1.38452  -0.017
C 1.13946 -6.11885 -2.31165  -0.091
C 1.12138 -7.42750 -2.73761  -0.034
C 0.07855 -8.01406 -1.99900  -0.370
C -0.42524 -9.42234 -2.03990  -0.050
N -0.48202 -7.12767 -1.18957  0.115
H 3.64314 -2.27704 2.95583  0.070
H 2.28180 -2.81295 3.93109  0.082
H 2.05336 -1.52683 2.75810  0.036
H 3.42628 -5.30323 2.38943  0.093
H 1.97164 -6.32403 0.31323  0.116
H -2.11244 -6.56234 0.27374  0.087
H -3.98072 -5.42220 1.93513  0.087
H -4.36373 -2.77085 2.64039  0.072
H -3.57031 -1.60156 1.57195  0.057
H -2.76974 -2.14420 3.03994  0.077
H -1.87583 -4.34622 -2.73256  0.128
H -1.56349 -2.15552 -4.36961  0.092
H 0.32836 -0.13453 -4.30629  0.077
H 1.86815 -0.70896 -3.65808  0.076
H 0.78341 0.23661 -2.64642  0.047
H 1.76160 -5.28674 -2.59375  0.126
H 1.75817 -7.89057 -3.47078  0.089
H 0.17770 -10.02999 -2.71427  0.066
H -1.45884 -9.45890 -2.38579  0.069
H -0.39220 -9.87895 -1.05079  0.069
S -0.07307 0.16548 4.31426  0.647
C 0.09307 1.73199 4.97567  -1.263
S 1.06673 2.54673 3.84193  0.633
C -0.46741 2.23488 6.12427  -0.381
C -1.30183 1.42420 6.94920  -0.255
N -1.98498 0.78033 7.61619  0.136
C -0.26263 3.59795 6.48879  -0.260
N -0.09507 4.70324 6.76644  0.131
N 6.68031 -2.65112 0.14646  0.154
C 5.91818 -1.84814 0.45135  -0.180
C 4.96137 -0.83773 0.82062  -0.215
C 5.32378 0.20372 1.67090  -0.016
C 4.37593 1.15749 1.98257  -0.033
C 3.11066 1.03978 1.41979  -0.155
N 2.75736 0.03612 0.62496  0.056
C 3.65829 -0.89372 0.33359  -0.094
H 6.32588 0.25018 2.07604  0.120
H 4.59683 1.97556 2.65318  0.108
H 2.33431 1.76667 1.62436  0.044
H 3.32860 -1.71778 -0.28900  0.125
O 0.01501 1.84359 -0.31348  -0.432
P 0.00441 3.01267 -1.22652  0.525
N 1.35057 3.10373 -2.16350  -0.192
C 1.41367 3.84987 -3.41957  -0.200
C 2.90786 3.86529 -3.75370  -0.168
C 3.42649 2.59697 -3.08376  -0.162
C 2.66167 2.58901 -1.76593  -0.190
N -1.29905 2.98130 -2.24710  -0.162
C -1.91234 4.18706 -2.82269  -0.192
C -3.40594 3.84513 -2.96249  -0.165
C -3.60364 2.67030 -2.01063  -0.170
C -2.29705 1.90735 -2.16315  -0.181
N -0.09547 4.45554 -0.42904  -0.192
C 1.08837 5.22658 -0.04453  -0.199
C 0.50540 6.32056 0.83961  -0.169
C -0.56731 5.56588 1.61836  -0.161
C -1.16102 4.61024 0.57936  -0.180
H 1.00973 4.86238 -3.31657  0.106
H 0.83118 3.33853 -4.19266  0.112
H 3.37963 4.73992 -3.29895  0.109
H 3.09112 3.90511 -4.82674  0.107
H 4.50680 2.58489 -2.94713  0.112
H 3.14353 1.72076 -3.67158  0.108
H 3.15039 3.24386 -1.03240  0.111
H 2.55918 1.59981 -1.32191  0.088
H -1.47495 4.43905 -3.79311  0.099
H -1.74730 5.03592 -2.15676  0.095
H -3.62679 3.52677 -3.98358  0.107
H -4.04074 4.70296 -2.73994  0.105
H -4.47891 2.06703 -2.25310  0.114
H -3.69396 3.01763 -0.97842  0.098
H -2.30141 1.31427 -3.08492  0.121
H -2.08913 1.25553 -1.32029  0.070
H 1.61307 5.60452 -0.92392  0.108
H 1.79472 4.61973 0.53871  0.115
H 0.05108 7.09378 0.21396  0.111
H 1.25308 6.78880 1.47858  0.111
H -1.31831 6.21816 2.06222  0.110
H -0.11306 4.98708 2.42479  0.079
H -2.06196 5.02478 0.11069  0.106
H -1.41619 3.64788 1.02526  0.090
C -5.05907 3.02201 2.36402  -0.094
N -4.48875 1.93978 1.59881  0.015
C -3.19032 1.51387 1.70416  -0.622
N -2.47213 2.02070 2.73716  0.197
O -2.70777 0.74292 0.88253  -0.070
H -6.10575 3.13136 2.08653  0.083
H -4.55236 3.97692 2.19243  0.082
H -5.03910 2.80464 3.43408  0.082
H -4.92123 1.66539 0.73340  0.127
H -2.93017 2.44897 3.52259  0.095
H -1.59575 1.55343 2.93967  0.011

For the HOMO energy (spin up / spin down), the calculation gives -5.9 / -5.9 eV. Its net charge is -1. As for the total energy: -3825.000825 hartree. The LUMO energy (spin up / spin down) is 1.69 / 0.76 eV. Its strongest force on any atom is 0.013 hartree/bohr. As for the HOMO-LUMO gap (spin up / spin down): 7.6 / 6.7 eV. The spin multiplicity is 2.

=====

The following is a DFT calculation (ωB97M-V with the def2-TZVPD basis set) of a structure of composition C5H7CuI2N3.

Each line ends with the Löwdin charge.
Geometry (Å):
Cu 1.58447 0.22331 0.30642  -0.103
I 4.02647 -0.42263 -0.30766  0.998
C 4.58677 0.43791 1.55972  -1.035
I 2.84497 1.19764 2.51543  0.955
H 5.27300 1.25346 1.36992  -0.017
H 5.02317 -0.33379 2.18122  -0.017
N -3.05628 -1.98300 -1.00499  0.159
C -2.35387 -0.85601 -0.76996  -0.353
C -0.98325 -0.89221 -0.44360  -0.049
N -0.31217 0.22665 -0.21130  -0.059
C -0.96465 1.39758 -0.29450  -0.112
C -2.31000 1.40987 -0.61154  -0.091
N -3.00286 0.30587 -0.84683  0.145
H -2.62633 -2.88871 -1.00842  0.110
H -4.02359 -1.89896 -1.26478  0.117
H -0.44877 -1.83022 -0.37364  0.121
H -0.40993 2.30574 -0.11327  0.111
H -2.84713 2.34749 -0.68224  0.121

For the HOMO energy, the calculation gives -12.0 eV. Its net charge is +1. As for the total energy: -2594.653474 hartree. The LUMO energy is -4.14 eV. Its strongest force on any atom is 0.001 hartree/bohr. As for the HOMO-LUMO gap: 7.9 eV. The spin multiplicity is 1.

=====

The following is a DFT calculation (ωB97M-V with the def2-TZVPD basis set) of a structure of composition C13H19N4O5RuS2 at a distorted geometry.

Each line ends with the Löwdin charge.
Geometry (Å):
Ru 0.27509 -0.33391 -0.22063  1.157
N 0.40139 -1.22004 -2.34381  -0.028
C 0.03869 -2.62769 -2.36871  -0.228
C 0.90182 -3.30326 -1.32582  -0.184
N 0.76182 -2.63680 -0.02535  -0.112
C -0.19305 -3.25782 0.89506  -0.196
C -1.53595 -2.59223 0.73186  -0.225
N -1.33728 -1.19901 1.09364  -0.083
H -0.16158 -0.65996 -2.97396  0.105
H 1.38559 -1.08182 -2.55233  0.092
H 0.20822 -3.10440 -3.33953  0.121
H -1.02186 -2.71321 -2.13875  0.106
H 1.94600 -3.22608 -1.63419  0.130
H 0.64356 -4.36322 -1.26166  0.122
H 1.66821 -2.56808 0.42375  0.115
H 0.16299 -3.08426 1.91226  0.116
H -0.28208 -4.33696 0.73890  0.121
H -2.27584 -3.10498 1.35409  0.125
H -1.88669 -2.62409 -0.29899  0.104
H -1.13598 -1.11632 2.09099  -0.036
H -2.14190 -0.63410 0.83558  0.086
O 3.73326 1.70265 -1.24907  0.089
C 2.60253 1.29465 -1.10073  -0.621
O 2.23836 0.06299 -0.88499  -0.251
C 1.44124 2.22996 -1.23419  -0.187
C 1.54851 3.57694 -1.51382  0.027
C 0.38283 4.29466 -1.73563  -0.021
C -0.84238 3.64406 -1.68654  0.024
C -0.86352 2.29928 -1.36599  -0.157
N 0.26327 1.62231 -1.14851  0.048
C -2.12373 1.47707 -1.27667  -0.615
O -3.19205 1.97959 -1.58351  0.056
O -1.89142 0.28842 -0.86669  -0.149
H 2.53206 4.02151 -1.56045  0.127
H 0.42770 5.35195 -1.96309  0.113
H -1.78135 4.14007 -1.88605  0.124
C -0.52639 2.29043 4.56530  -0.102
O 0.15789 1.90367 3.36732  -0.218
C 0.35823 0.61961 3.12766  -1.240
S -0.24493 -0.58705 4.09204  0.653
S 1.42863 0.37743 1.75165  0.641
H -0.55481 3.37554 4.53795  0.093
H 0.01947 1.94102 5.43986  0.082
H -1.53458 1.88148 4.58177  0.075

For the HOMO energy (spin up / spin down), the calculation gives -7.9 / -7.8 eV. As for the total energy: -1993.324174 hartree. The LUMO energy (spin up / spin down) is -0.32 / -0.13 eV. Its strongest force on any atom is 0.050 hartree/bohr. As for the HOMO-LUMO gap (spin up / spin down): 7.5 / 7.7 eV. The spin multiplicity is 2.